# 1
Entry from OMol25: C17H9AsBr3F6InN3O3S as an isolated structure in a non-equilibrium geometry (ωB97M-V/def2-TZVPD).

The geometry in XYZ format:
```
44
Properties=species:S:1:pos:R:3:lowdin_charge:R:1
In -0.796 -0.699 0.414 0.77
Br -2.390 2.246 -1.736 0.85
C -2.884 1.904 0.031 -0.74
C -3.937 2.727 0.469 -0.10
C -4.610 2.374 1.634 0.01
C -4.153 1.218 2.326 0.03
C -3.173 0.413 1.812 -0.17
N -2.456 0.881 0.752 0.00
C -2.798 -0.853 2.590 -0.57
O -3.451 -1.208 3.553 0.09
O -1.756 -1.507 2.183 -0.08
H -4.141 3.633 -0.039 0.09
H -5.448 2.936 1.944 0.10
H -4.562 0.802 3.247 0.13
C 0.254 -0.414 -3.205 -0.03
C 1.297 0.007 -2.172 -0.26
C 2.647 0.120 -2.664 0.03
C 3.631 0.583 -1.844 0.01
C 3.323 0.880 -0.492 -0.16
C 4.233 1.508 0.442 -0.56
Br 6.049 1.839 0.082 0.88
C 3.785 1.823 1.726 -0.17
C 2.530 1.485 2.210 -0.59
Br 2.179 1.808 4.003 0.92
C 1.643 0.870 1.314 -0.29
O 0.490 0.458 1.739 -0.02
C 2.000 0.671 -0.071 -0.13
N 1.007 0.264 -0.912 0.13
H 0.255 0.371 -4.040 0.12
H -0.739 -0.453 -2.783 -0.01
H 0.525 -1.434 -3.624 0.12
H 2.873 -0.043 -3.722 0.14
H 4.652 0.715 -2.136 0.09
H 4.486 2.398 2.412 0.12
F 0.381 -2.622 0.670 -0.31
As 1.542 -3.653 -0.322 0.85
F 2.509 -2.148 -0.579 -0.26
F 0.549 -3.154 -1.730 -0.29
F 2.688 -4.607 -1.209 -0.23
F 0.404 -4.923 -0.093 -0.21
F 2.374 -3.919 1.149 -0.21
S -2.404 -1.890 -1.227 0.67
C -3.795 -1.008 -1.140 -0.84
N -4.810 -0.398 -0.959 0.08
```

Summary:
spin multiplicity	2
HOMO (alpha / beta)	-8.99 / -8.99	eV
F_max	0.100	hartree/bohr
ΔE to the lowest compared entry with this formula, charge and spin	0.0	kJ/mol
<S²>	0.784
gap between HOMO and LUMO (alpha / beta)	7.140 / 4.763	eV

***

# 2
Entry from OMol25: a 2-piece molecular cluster, C5H9FN overall in a non-equilibrium geometry (ωB97M-V/def2-TZVPD).

The geometry in XYZ format:
```
16
Properties=species:S:1:pos:R:3:lowdin_charge:R:1
C -3.010 1.117 -0.635 0.20
C -2.011 0.628 -0.083 -0.14
C 2.003 0.875 0.325 -0.10
C -1.125 -0.259 0.499 -0.13
C 1.226 0.354 -0.765 -0.20
N -1.049 -1.744 0.158 0.17
F 1.610 -0.921 -1.042 -0.01
H -3.675 1.640 -1.275 0.05
H 1.744 0.099 1.120 0.09
H 3.110 1.028 0.104 0.13
H 1.576 1.791 0.774 0.10
H -0.386 -0.032 1.392 0.15
H 0.958 1.031 -1.663 0.15
H -1.009 -1.787 -0.940 0.22
H -1.862 -2.322 0.545 0.20
H -0.167 -2.070 0.517 0.13
```

Summary:
spin multiplicity	1
HOMO (alpha / beta)	-13.03 / -12.28	eV
total charge	+1
F_max	0.070	hartree/bohr
ΔE to the lowest compared entry with this formula, charge and spin	473.8	kJ/mol
gap between HOMO and LUMO (alpha / beta)	9.259 / 6.946	eV

***

# 3
Entry from OMol25: a 14-piece molecular cluster, C3H35N2O14 overall in a non-equilibrium geometry (ωB97M-V/def2-TZVPD).

The geometry in XYZ format:
```
54
Properties=species:S:1:pos:R:3:lowdin_charge:R:1
N -1.232 -1.356 1.510 0.17
C -0.099 -2.034 2.199 -0.04
C 0.816 -0.876 2.570 -0.47
N 2.147 -0.970 2.417 0.07
C 2.753 -2.100 1.667 -0.03
O 0.310 0.136 3.039 0.05
H -0.920 -1.046 0.541 0.09
H -1.449 -0.502 2.038 0.12
H -2.083 -1.874 1.294 0.16
H -0.530 -2.670 2.969 0.15
H 0.329 -2.742 1.483 0.09
H 2.801 -0.266 2.724 0.14
H 3.811 -1.864 1.550 0.10
H 2.262 -2.262 0.714 0.06
H 2.698 -3.002 2.272 0.09
H -0.651 -2.899 -1.091 0.01
H 0.531 -3.891 -1.216 0.07
O 0.121 -3.266 -0.608 -0.07
H 1.510 -2.007 -1.411 -0.01
H 2.454 -0.793 -1.738 0.02
O 2.285 -1.744 -1.928 -0.08
H -1.136 0.217 -0.939 0.02
H 0.420 0.730 -0.722 0.03
O -0.313 0.175 -0.390 -0.08
H -2.838 -2.768 -1.570 0.08
H -2.324 -1.350 -1.813 0.03
O -2.248 -2.109 -1.206 -0.05
H 2.770 1.001 -0.327 0.08
H 2.053 1.640 -1.564 0.04
O 2.172 0.811 -1.058 -0.06
H 1.831 4.231 -1.633 0.08
H 0.662 3.263 -2.053 0.03
O 1.371 3.408 -1.408 -0.05
H 1.789 2.459 1.996 0.00
H 2.328 2.491 3.468 0.04
O 2.581 2.392 2.549 -0.06
H 1.029 -1.118 -3.082 0.02
H 0.615 -1.759 -4.304 0.06
O 0.219 -1.181 -3.651 -0.07
H -2.465 0.847 -2.650 0.09
H -3.117 0.988 -1.172 0.04
O -2.555 0.442 -1.773 -0.06
H -0.699 2.972 0.772 0.07
H -0.280 1.675 1.304 0.02
O -0.526 2.564 1.630 -0.04
H -3.670 1.780 1.054 0.02
H -4.252 2.738 -0.130 0.08
O -3.650 2.020 0.107 -0.05
H 0.656 1.511 -4.108 0.06
H -0.361 0.686 -3.395 -0.01
O 0.044 1.560 -3.369 -0.05
H -3.131 2.172 3.383 0.07
H -1.987 1.956 2.382 0.01
O -2.852 1.582 2.679 -0.07
```

Summary:
spin multiplicity	1
HOMO	-12.80	eV
total charge	+1
F_max	0.046	hartree/bohr
ΔE to the lowest compared entry with this formula, charge and spin	0.0	kJ/mol
gap between HOMO and LUMO	10.432	eV